164
Properties=species:S:1:pos:R:3:forces:R:3 method="wB97M-V/def2-TZVPD" multiplicity=1 charge=+1 homo_lumo_gap_ev="4.4 / 4.4"
W 0.989 -0.728 0.390 0.3655 -0.3755 0.1960
C -0.172 -2.967 -5.644 0.0254 0.2297 0.0177
C -0.245 -4.204 -4.983 -0.0167 -0.1253 0.1494
C 0.143 -4.336 -3.663 -0.0290 -0.0927 -0.0977
C 0.603 -3.192 -3.019 0.0221 -0.0195 0.4172
C 1.094 -2.967 -1.674 0.0997 -0.0275 -0.1879
N 1.372 -1.619 -1.483 -0.6805 0.0216 -0.2893
C 1.203 -1.022 -2.715 0.0466 -0.4648 0.1552
N 1.638 0.167 -3.032 0.4330 0.5477 -0.0122
C 2.130 0.955 -2.109 -0.2493 -0.2862 -0.3068
C 2.967 2.089 -2.411 0.0615 0.0689 -0.0719
C 3.601 2.490 -3.581 0.1630 -0.1083 0.0395
C 4.352 3.649 -3.527 -0.0006 -0.0978 0.1004
C 4.458 4.389 -2.338 0.0550 -0.0355 -0.0705
C 3.857 3.964 -1.170 -0.0057 0.0787 0.2030
C 3.118 2.787 -1.223 -0.0376 0.2494 -0.1768
C 2.443 2.012 -0.212 -0.2740 -0.1265 0.5653
N 2.461 2.348 1.066 -0.0042 0.3808 -0.5460
C 2.410 1.428 1.976 0.1387 -0.3502 0.3087
N 2.427 0.072 1.720 -0.3234 0.7572 0.2692
C 2.794 -0.533 2.900 0.3290 -0.2258 -0.1904
N 3.092 -1.790 3.030 0.1222 -0.3393 0.1437
C 2.893 -2.652 2.045 -0.0472 0.2936 -0.0333
N 2.170 -2.441 0.890 -0.0597 0.2639 0.2132
C 2.036 -3.669 0.287 -0.2829 -0.1246 -0.5078
N 1.387 -3.923 -0.842 0.5936 -0.2189 0.3020
C 2.749 -4.675 1.027 -0.0733 -0.0188 -0.0104
C 2.976 -6.027 0.783 -0.0043 -0.0315 -0.0706
C 3.767 -6.710 1.686 -0.0604 0.0159 -0.0134
C 4.330 -6.058 2.797 -0.0158 0.0244 0.0388
C 4.112 -4.714 3.027 0.0814 0.0555 0.1256
C 3.306 -4.029 2.124 0.0669 -0.0734 -0.0047
C 2.875 0.447 3.971 -0.0465 -0.0345 -0.0277
C 3.102 0.329 5.336 0.1022 -0.1769 0.0822
C 2.984 1.476 6.101 -0.0184 -0.0058 0.0117
C 2.669 2.714 5.522 -0.0229 -0.0382 -0.1041
C 2.490 2.834 4.153 0.0331 0.1648 0.0038
C 2.591 1.677 3.397 -0.1045 0.0244 -0.1425
N 1.889 0.877 -0.750 0.1857 -0.3496 -0.1376
C 0.683 -1.973 -3.674 0.0828 0.3130 0.1882
C 0.296 -1.835 -5.002 0.0191 -0.0631 -0.2193
H -0.493 -2.901 -6.676 0.0162 -0.0214 0.0069
H -0.617 -5.066 -5.522 0.0154 0.0255 0.0332
H 0.090 -5.280 -3.134 -0.0040 0.0079 -0.0679
H 3.503 1.908 -4.488 0.0246 0.0346 0.0480
H 4.868 3.997 -4.413 -0.0018 0.0131 -0.0083
H 5.040 5.301 -2.339 -0.0110 -0.0035 0.0148
H 3.953 4.521 -0.248 -0.0188 -0.0243 -0.0350
H 2.559 -6.502 -0.095 -0.0094 -0.0428 0.0695
H 3.963 -7.764 1.539 0.0054 0.0328 -0.0073
H 4.952 -6.624 3.479 -0.0093 0.0125 -0.0209
H 4.565 -4.197 3.865 -0.0400 -0.0423 -0.0155
H 3.349 -0.630 5.779 -0.0632 0.0425 0.0049
H 3.127 1.416 7.174 0.0079 0.0003 -0.0380
H 2.561 3.583 6.157 0.0510 -0.0014 -0.0189
H 2.262 3.781 3.677 0.0025 -0.0234 0.0775
H 0.357 -0.874 -5.499 0.0407 -0.0756 0.0139
C -7.310 -0.315 -1.800 0.0792 0.0785 0.0750
C -5.950 0.078 -1.290 -0.0124 -0.0216 -0.0844
C -5.339 1.254 -1.717 0.0358 -0.0156 -0.0365
C -4.102 1.644 -1.226 0.0683 -0.0440 -0.0223
C -3.459 0.871 -0.272 -0.2903 0.2084 0.5071
C -4.061 -0.312 0.162 -0.0265 0.0253 0.1074
C -5.280 -0.710 -0.357 0.0348 -0.0755 -0.0425
S -2.026 1.256 0.730 0.2939 0.0080 -0.3948
O -0.767 0.887 -0.070 -0.0070 0.3699 0.1321
C -2.018 3.042 1.152 -0.1339 -0.1203 0.3563
C -1.925 3.083 2.577 0.0431 -0.1365 -0.1635
C -1.826 4.244 3.273 0.0046 0.0539 -0.0059
C -1.764 5.473 2.589 -0.0979 0.0152 0.0061
C -1.698 6.703 3.291 0.0302 -0.0161 0.0084
C -1.728 7.887 2.619 0.0256 -0.0027 -0.0219
C -1.751 7.890 1.206 -0.0046 0.0294 0.0300
C -1.806 6.720 0.508 -0.0611 0.0103 -0.0363
C -1.867 5.466 1.180 0.0972 -0.0251 -0.0867
C -2.072 4.236 0.453 0.0152 -0.0003 0.0224
C -2.568 4.488 -0.936 -0.2332 -0.0377 0.0070
C -3.918 4.996 -1.033 -0.0260 -0.1468 0.0266
C -4.813 4.984 0.070 0.1334 -0.0014 -0.0281
C -6.078 5.484 -0.046 -0.0253 -0.0056 -0.0582
C -6.536 5.992 -1.279 -0.0420 -0.0646 0.0598
C -5.714 5.982 -2.368 0.0373 0.0380 -0.0513
C -4.389 5.495 -2.269 0.1090 -0.0211 0.0145
C -3.508 5.520 -3.384 -0.0342 -0.0003 0.0559
C -2.257 5.003 -3.286 0.1095 0.0095 -0.0033
C -1.795 4.458 -2.060 0.1641 -0.3131 -0.1598
S -0.102 3.825 -1.910 -0.1750 0.5699 -0.1064
O 0.761 5.037 -1.829 0.1115 -0.1317 0.0367
C 0.067 3.197 -3.587 -0.1462 0.1006 -0.0071
C 1.098 3.693 -4.363 -0.2134 0.2040 -0.0475
C 1.327 3.151 -5.622 -0.1930 0.0061 0.0087
C 0.529 2.123 -6.114 0.0152 0.0443 -0.0051
C 0.800 1.521 -7.468 -0.0577 0.1202 0.0524
C -0.541 1.682 -5.335 -0.0231 0.0175 0.0052
C -0.773 2.208 -4.075 -0.0469 -0.0895 -0.0507
H -7.523 0.161 -2.756 -0.0033 -0.0365 -0.0023
H -8.078 0.005 -1.093 -0.0071 -0.0362 -0.0206
H -7.393 -1.396 -1.915 0.0017 0.0143 -0.0066
H -5.845 1.891 -2.434 0.0474 -0.0406 -0.0125
H -3.657 2.550 -1.590 0.0698 0.1715 -0.0530
H -3.574 -0.915 0.923 -0.0476 0.0326 0.0060
H -5.728 -1.640 -0.020 0.0314 0.0537 -0.0037
H -1.978 2.150 3.110 0.1270 -0.1773 0.0689
H -1.806 4.240 4.357 0.0069 -0.0486 -0.0224
H -1.639 6.678 4.373 -0.0450 0.0024 -0.0276
H -1.733 8.826 3.160 0.0838 -0.0324 -0.0165
H -1.720 8.832 0.674 0.0097 -0.0333 0.0043
H -1.795 6.755 -0.573 -0.0159 -0.0272 0.0115
H -4.491 4.562 1.013 0.0380 0.0554 0.0507
H -6.738 5.487 0.812 -0.0010 -0.0385 -0.0095
H -7.548 6.369 -1.360 0.0311 0.0240 -0.0057
H -6.061 6.352 -3.325 0.0193 0.0137 0.0218
H -3.843 5.971 -4.311 -0.0132 -0.0604 0.0214
H -1.584 5.041 -4.131 0.0221 -0.0619 -0.0478
H 1.698 4.509 -3.975 -0.0163 -0.0939 0.0017
H 2.141 3.533 -6.228 0.0057 -0.0130 0.0105
H 1.868 1.364 -7.618 -0.0134 -0.0294 -0.0116
H 0.451 2.185 -8.262 0.0125 -0.0240 0.0003
H 0.287 0.566 -7.587 0.0216 -0.0068 -0.0152
H -1.198 0.915 -5.733 -0.0176 0.0097 0.0506
H -1.626 1.880 -3.488 0.0449 -0.0946 0.0237
O -0.053 0.646 2.515 -0.0046 0.5736 -0.0426
C -0.115 -0.414 3.130 -0.4412 -0.0427 -0.0007
N -0.417 -0.601 4.433 0.0013 -0.2158 0.0213
C -0.263 -2.004 4.789 -0.1134 -0.1526 0.1355
C 0.141 -2.590 3.411 0.0544 0.0943 -0.2391
O 0.345 -3.765 3.198 0.1395 0.0329 0.0738
N 0.119 -1.580 2.469 0.1486 -0.2749 0.2988
C -1.589 -2.669 5.178 0.0516 0.1607 -0.0270
C -2.799 -2.006 5.023 -0.0518 -0.0303 0.0144
C -3.991 -2.641 5.359 0.0168 0.0030 0.0016
C -3.977 -3.939 5.843 -0.0099 0.0444 0.0158
C -2.765 -4.603 5.996 -0.0459 0.0247 -0.0104
C -1.577 -3.973 5.665 -0.0421 -0.0545 0.0232
C 0.774 -2.190 5.894 -0.0612 -0.0252 -0.1241
C 0.638 -1.422 7.049 0.0338 0.0087 -0.0094
C 1.551 -1.539 8.084 -0.0159 0.0207 -0.0211
C 2.602 -2.442 7.981 0.0227 0.0352 0.0143
C 2.718 -3.235 6.850 -0.0113 -0.0115 -0.0085
C 1.807 -3.114 5.807 0.0555 0.0475 -0.0084
H -0.400 0.143 5.109 0.0987 0.0839 -0.0974
H -2.822 -0.989 4.652 0.0298 -0.0324 -0.0145
H -4.930 -2.111 5.252 0.0277 -0.0201 -0.0135
H -4.906 -4.427 6.110 0.0394 -0.0091 -0.0056
H -2.749 -5.613 6.386 0.0177 0.0087 -0.0333
H -0.639 -4.498 5.786 0.0027 0.0288 -0.0063
H -0.193 -0.730 7.148 0.0222 -0.0321 0.0221
H 1.441 -0.930 8.973 -0.0063 -0.0136 -0.0180
H 3.324 -2.524 8.784 -0.0314 -0.0423 -0.0043
H 3.522 -3.958 6.776 -0.0023 0.0273 -0.0098
H 1.907 -3.734 4.927 0.0048 0.0048 0.0192
Se -1.148 -3.452 0.801 -0.2240 0.4276 0.4082
N -0.905 -1.852 -0.034 -0.3983 -0.5837 -0.4837
C -1.708 -1.869 -1.114 0.0826 0.1703 0.0807
C -1.826 -0.856 -2.109 -0.0426 -0.0499 -0.2948
C -2.725 -1.028 -3.113 0.1077 -0.0457 0.1296
C -3.553 -2.187 -3.218 -0.0892 0.0557 -0.1515
C -3.457 -3.186 -2.314 -0.0755 -0.0614 -0.0085
C -2.527 -3.049 -1.243 0.0310 0.1517 -0.0791
N -2.364 -3.971 -0.314 -0.0518 -0.2002 -0.0699
H -1.219 0.034 -2.068 0.0409 -0.0001 0.1150
H -2.815 -0.257 -3.864 -0.0333 0.0833 -0.1059
H -4.263 -2.260 -4.033 0.0631 0.0195 -0.0021
H -4.058 -4.083 -2.372 0.0329 0.0151 0.0330